# C28H27AgBrF14N3O8P

C28H27AgBrF14N3O8P as an isolated structure in a non-equilibrium geometry (ωB97M-V/def2-TZVPD, OMol25).

Net charge = +1
Multiplicity = 1
Max |F| = 10.91 eV/A
DFT total energy = -6308.194873 Ha
E_LUMO = -6.306 eV

Positions of all 83 atoms, in Å:
C 1.8301 -2.9540 4.0504
C 2.1030 -2.5895 2.7086
C 2.1151 -2.0879 1.1028
C 0.9177 -1.1027 0.6968
C -0.3711 -2.0040 0.1684
C -1.5240 -2.3574 1.2727
F -0.9969 -2.4861 2.6893
F -1.9827 -3.7966 1.0799
C -2.8908 -1.5386 1.3868
C -3.6846 -1.6768 2.8641
C -5.1032 -0.8614 3.1713
C -5.8701 0.0894 2.0687
C -5.1284 0.1921 0.5882
C -5.7980 1.0666 -0.6699
F -4.8097 1.8851 -1.4065
F -7.0255 1.8067 -0.2653
F -6.2667 0.0129 -1.6460
C -3.7125 -0.5866 0.3510
N -0.8093 -1.7046 -1.2305
P -1.7758 -2.9735 -2.0175
N -1.2620 -4.5180 -1.7247
O -3.4587 -3.0685 -1.4547
O -1.9626 -2.7689 -3.7730
C 0.2907 -1.2059 -2.1366
C 1.0001 -2.5660 -2.6936
O 1.5886 -3.5489 -2.0125
O 1.0414 -2.7911 -4.1815
C 1.2811 0.0245 -1.5926
C 1.0441 1.4311 -2.4568
C 0.6101 1.3517 -4.0191
C 1.3955 2.5445 -4.8912
O -0.8422 1.7155 -4.1401
C 2.7926 -0.3609 -2.1298
F 2.9200 -0.5541 -3.6097
F 3.8538 0.7151 -2.0344
F 3.5362 -1.4389 -1.4843
N 1.1889 0.2192 -0.0586
C 2.3482 0.8451 0.6199
C 2.7777 2.3766 0.6697
C 4.3844 2.6757 0.1985
Br 1.7872 3.8673 -0.1788
C -0.0226 1.0429 0.4318
O -1.1588 1.0289 -0.3441
C -0.4227 1.8515 1.7244
F -1.0933 3.1343 1.2301
F -1.6454 1.1175 2.2696
C 0.2786 2.3562 3.0232
F 0.9961 3.6942 2.9855
F -0.9281 2.8977 3.8125
C 0.9408 1.3816 4.1458
F 0.4800 -0.0250 4.1590
F 0.5173 1.8636 5.5258
C 2.6034 1.5327 4.3003
O 3.2142 2.6535 4.6989
O 3.4816 0.3499 4.0348
H 1.6435 -3.2792 5.1718
H 3.2278 -1.7108 1.0170
H 2.1756 -3.1292 0.5151
H 0.4990 -0.7373 1.7571
H 0.1005 -3.1057 0.0344
H -3.3006 -2.3390 3.7486
H -5.6197 -0.9652 4.2301
H -6.8902 0.6359 2.3342
H -3.2356 -0.4810 -0.7397
H -1.0478 -4.9854 -2.6573
H -3.8997 -3.7769 -2.0402
H -1.5439 -3.5602 -4.2320
H -0.3904 -0.8591 -3.0593
H 1.9999 2.1470 -2.4873
H 0.2530 2.1746 -2.0132
H 0.7036 0.3062 -4.5362
H 0.9415 2.6846 -5.9706
H 1.1305 3.5522 -4.3083
H 2.5619 2.4210 -4.8737
H -0.9905 2.6251 -3.7460
H 2.1897 0.5560 1.7763
H 3.4088 0.3157 0.4258
H 2.9246 2.7133 1.8183
H 5.0602 1.7484 0.4716
H 4.8276 3.5933 0.7883
H 4.4276 2.9663 -0.9459
H 4.2964 0.4823 4.6119
Ag 1.7745 3.8492 -2.9677